(1)
The following is a quantum chemistry calculation of a single C4H6N2O molecule at a distorted geometry, from the OMol25 dataset.

Last columns: bonded neighbours and bond lengths (Å).
Positions of all 13 atoms, in Å:
1 C 2.102 0.489 0.036  C2 1.513, H8 1.102, H9 1.095, H10 1.092
2 C 0.669 0.002 0.038  C1 1.513, C3 1.415, N7 1.371
3 C 0.116 -1.297 0.120  C2 1.415, N4 1.409, H11 1.080
4 N -1.262 -1.025 0.233  C3 1.409, C5 1.313, H12 1.006
5 C -1.449 0.261 0.048  N4 1.313, O6 1.334, N7 1.320
6 O -2.692 0.721 -0.104  C5 1.334, H13 0.962
7 N -0.323 0.948 0.004  C2 1.371, C5 1.320
8 H 2.290 1.181 0.873  C1 1.102
9 H 2.317 1.058 -0.875  C1 1.095
10 H 2.821 -0.328 0.122  C1 1.092
11 H -0.031 -1.929 -0.743  C3 1.080
12 H -1.929 -1.760 0.400  N4 1.006
13 H -2.630 1.680 -0.150  O6 0.962

## Properties
Gap between HOMO and LUMO   8.87 eV
Energy   -340.7272 Ha
Net charge   0
Relative energy (zero: lowest compared OMol25 entry of this formula, charge and spin)   177.8 kJ/mol
E_HOMO   -8.12 eV

---

(2)
The following is a quantum chemistry calculation of a single C4H6N2O molecule at a distorted geometry, from the OMol25 dataset.

Last columns: bonded neighbours and bond lengths (Å).
Positions of all 13 atoms, in Å:
1 O -0.467 2.520 -0.374  C2 1.186
2 C -0.861 1.465 -0.003  O1 1.186, N3 1.348, H8 1.157
3 N -0.260 0.263 -0.103  C2 1.348, C4 1.421, N7 1.364
4 C -0.913 -0.947 0.257  N3 1.421, C5 1.325, H9 1.102
5 C -0.036 -1.930 0.400  C4 1.325, C6 1.512, H10 1.114
6 C 1.329 -1.297 0.251  C5 1.512, N7 1.497, H11 1.136, H12 1.186
7 N 1.040 0.007 -0.425  N3 1.364, C6 1.497, H13 1.088
8 H -1.876 1.274 0.518  C2 1.157
9 H -1.967 -0.872 0.569  C4 1.102
10 H -0.164 -3.007 0.651  C5 1.114
11 H 2.118 -1.853 -0.347  C6 1.136
12 H 1.782 -1.250 1.346  C6 1.186
13 H 1.274 -0.094 -1.483  N7 1.088

## Properties
Gap between HOMO and LUMO   9.29 eV
Energy   -340.6917 Ha
Net charge   0
Relative energy (zero: lowest compared OMol25 entry of this formula, charge and spin)   270.9 kJ/mol
E_HOMO   -8.46 eV

---

(3)
The following is a quantum chemistry calculation of a single C4H6N2O molecule, from the OMol25 dataset.

Last columns: bonded neighbours and bond lengths (Å).
Positions of all 13 atoms, in Å:
1 H -2.709 -1.241 -0.565  N2 1.018
2 N -2.607 -0.748 0.320  H1 1.018, C3 1.260
3 C -1.389 -0.714 0.642  N2 1.260, C4 1.481, O8 1.379
4 C -0.145 -1.005 -0.106  C3 1.481, C5 1.333, H9 1.079
5 C 0.595 0.084 0.101  C4 1.333, C6 1.487, N7 1.449
6 C 1.771 0.634 -0.625  C5 1.487, H10 1.097, H11 1.093, H12 1.093
7 N -0.029 0.918 1.109  C5 1.449, O8 1.432, H13 1.031
8 O -0.996 0.056 1.718  C3 1.379, N7 1.432
9 H 0.015 -1.789 -0.830  C4 1.079
10 H 1.463 1.562 -1.122  C6 1.097
11 H 2.595 0.871 0.051  C6 1.093
12 H 2.117 -0.066 -1.390  C6 1.093
13 H -0.672 1.525 0.578  N7 1.031

## Properties
Gap between HOMO and LUMO   10.22 eV
Energy   -340.6743 Ha
Net charge   0
Relative energy (zero: lowest compared OMol25 entry of this formula, charge and spin)   316.7 kJ/mol
E_HOMO   -9.47 eV

---

(4)
The following is a quantum chemistry calculation of a 2-piece molecular cluster, C4H6N2O overall, from the OMol25 dataset.

Last columns: bonded neighbours and bond lengths (Å).
Positions of all 13 atoms, in Å:
1 C 0.399 0.536 0.740  C2 1.412, C5 1.376, H6 1.081
2 C 0.700 1.728 0.046  C1 1.412, N3 1.326, H7 1.083
3 N 1.567 1.524 -0.936  C2 1.326, N4 1.340
4 N 1.826 0.211 -0.876  N3 1.340, C5 1.353, H8 1.007
5 C 1.150 -0.428 0.106  C1 1.376, N4 1.353, H9 1.081
6 H -0.262 0.390 1.582  C1 1.081
7 H 0.317 2.726 0.219  C2 1.083
8 H 2.478 -0.185 -1.535  N4 1.007
9 H 1.241 -1.491 0.274  C5 1.081
10 C -2.360 -1.246 0.091  O11 1.206, H12 1.108, H13 1.107
11 O -1.594 -2.055 0.552  C10 1.206
12 H -3.420 -1.495 -0.113  C10 1.108
13 H -2.043 -0.214 -0.150  C10 1.107

## Properties
Gap between HOMO and LUMO   10.18 eV
Energy   -340.7205 Ha
Net charge   0
Relative energy (zero: lowest compared OMol25 entry of this formula, charge and spin)   195.3 kJ/mol
E_HOMO   -9.38 eV

---

(5)
The following is a quantum chemistry calculation of a single C4H6N2O molecule at a distorted geometry, from the OMol25 dataset.

Last columns: bonded neighbours and bond lengths (Å).
Positions of all 13 atoms, in Å:
1 C -0.350 0.276 -2.002  C2 1.486, H8 1.092, H9 1.091, H10 1.095
2 C 0.108 0.071 -0.603  C1 1.486, C3 1.380, N7 1.364
3 C -0.026 0.947 0.454  C2 1.380, N4 1.375, H11 1.075
4 N 0.626 0.350 1.507  C3 1.375, C5 1.367, H12 1.008
5 C 0.750 -0.953 1.112  N4 1.367, O6 1.376, N7 1.314
6 O 0.011 -1.746 1.960  C5 1.376, H13 0.997
7 N 0.621 -1.122 -0.185  C2 1.364, C5 1.314
8 H -0.250 -0.653 -2.567  C1 1.092
9 H 0.234 1.061 -2.484  C1 1.091
10 H -1.404 0.577 -2.002  C1 1.095
11 H -0.476 1.921 0.515  C3 1.075
12 H 0.501 0.528 2.491  N4 1.008
13 H -0.825 -1.250 1.738  O6 0.997

## Properties
Gap between HOMO and LUMO   8.80 eV
Energy   -340.7006 Ha
Net charge   0
Relative energy (zero: lowest compared OMol25 entry of this formula, charge and spin)   247.5 kJ/mol
E_HOMO   -8.34 eV

---

(6)
The following is a quantum chemistry calculation of a single C4H6N2O molecule at a distorted geometry, from the OMol25 dataset.

Last columns: bonded neighbours and bond lengths (Å).
Positions of all 13 atoms, in Å:
1 C 0.479 0.922 1.718  C2 1.486, H8 1.144, H9 1.092, H10 1.096
2 C 0.126 0.369 0.385  C1 1.486, C3 1.381, N7 1.336
3 C -0.481 0.696 -0.812  C2 1.381, C4 1.418, H11 1.084
4 C -0.488 -0.547 -1.495  C3 1.418, O5 1.357, N6 1.333
5 O -1.041 -0.734 -2.719  C4 1.357, H12 0.969
6 N 0.099 -1.532 -0.814  C4 1.333, N7 1.372
7 N 0.481 -0.919 0.353  C2 1.336, N6 1.372, H13 1.056
8 H 1.267 0.191 2.110  C1 1.144
9 H -0.310 0.774 2.458  C1 1.092
10 H 0.735 1.986 1.662  C1 1.096
11 H -0.894 1.640 -1.151  C3 1.084
12 H -0.976 -1.677 -2.928  O5 0.969
13 H 1.006 -1.168 1.234  N7 1.056

## Properties
Gap between HOMO and LUMO   9.65 eV
Energy   -340.7323 Ha
Net charge   0
Relative energy (zero: lowest compared OMol25 entry of this formula, charge and spin)   164.3 kJ/mol
E_HOMO   -8.80 eV

---

(7)
The following is a quantum chemistry calculation of a single C4H6N2O molecule at a distorted geometry, from the OMol25 dataset.

Last columns: bonded neighbours and bond lengths (Å).
Positions of all 13 atoms, in Å:
1 C -0.054 -2.232 -0.235  C2 1.528, H8 1.025, H9 1.047, H10 1.118
2 C 0.051 -0.762 0.164  C1 1.528, N3 1.348, C6 1.388
3 N 0.467 -0.400 1.395  C2 1.348, N4 1.264
4 N 0.432 0.857 1.530  N3 1.264, O5 1.325
5 O 0.177 1.385 0.342  N4 1.325, C6 1.388
6 C -0.002 0.390 -0.610  C2 1.388, O5 1.388, C7 1.603
7 C -0.798 0.888 -1.909  C6 1.603, H11 1.123, H12 1.184, H13 1.183
8 H 0.468 -2.418 -1.098  C1 1.025
9 H 0.558 -2.651 0.503  C1 1.047
10 H -1.129 -2.495 -0.391  C1 1.118
11 H -1.094 0.120 -2.673  C7 1.123
12 H -1.560 1.737 -1.594  C7 1.184
13 H -0.137 1.728 -2.415  C7 1.183

## Properties
Gap between HOMO and LUMO   10.36 eV
Energy   -340.6604 Ha
Net charge   0
Relative energy (zero: lowest compared OMol25 entry of this formula, charge and spin)   353.2 kJ/mol
E_HOMO   -9.71 eV

---

(8)
The following is a quantum chemistry calculation of a single C4H6N2O molecule, from the OMol25 dataset.

Last columns: bonded neighbours and bond lengths (Å).
Positions of all 13 atoms, in Å:
1 C 2.177 -0.172 0.131  C2 1.493, H8 1.092, H9 1.096, H10 1.096
2 C 0.718 -0.097 -0.177  C1 1.493, N3 1.306, N7 1.375
3 N 0.150 -0.454 -1.297  C2 1.306, C4 1.382
4 C -1.206 -0.249 -1.126  N3 1.382, C5 1.364, H11 1.082
5 C -1.440 0.229 0.129  C4 1.364, O6 1.355, N7 1.369
6 O -2.546 0.565 0.837  C5 1.355, H12 0.965
7 N -0.216 0.336 0.734  C2 1.375, C5 1.369, H13 1.008
8 H 2.657 -0.763 -0.652  C1 1.092
9 H 2.357 -0.660 1.095  C1 1.096
10 H 2.652 0.816 0.157  C1 1.096
11 H -1.923 -0.464 -1.908  C4 1.082
12 H -3.312 0.201 0.377  O6 0.965
13 H -0.058 0.683 1.667  N7 1.008

## Properties
Gap between HOMO and LUMO   8.73 eV
Energy   -340.7745 Ha
Net charge   0
Relative energy (zero: lowest compared OMol25 entry of this formula, charge and spin)   53.7 kJ/mol
E_HOMO   -8.03 eV